No. 1
Here is C68H58F4N15O4S2SbSn as an isolated structure from OMol25. Energies are from ωB97M-V/def2-TZVPD.

The geometry in XYZ format:
```
153
C68H58F4N15O4S2SbSn (ωB97M-V/def2-TZVPD)
C -6.662 1.018 -4.014
H -5.681 1.993 -7.102
H -6.996 3.361 1.834
C -4.095 3.510 3.572
H 4.372 -2.630 4.082
C 0.213 -2.315 -2.396
N -3.635 2.635 -1.702
H 2.504 -7.115 -4.557
C 2.464 -2.002 -3.339
C 0.290 -3.579 -2.894
H 2.957 3.553 -2.404
C 5.882 0.257 0.711
C 5.655 1.310 1.579
C -3.096 -2.480 2.505
C 6.372 1.407 2.770
H -0.561 -4.234 -2.744
C 4.610 -1.692 -4.324
N 2.824 -2.617 2.723
C 0.215 1.408 2.830
C -2.229 -1.591 4.989
C -4.006 1.714 1.937
H 2.790 -2.464 4.835
C 5.145 0.112 -0.602
N 4.279 2.028 -1.835
H 5.503 -3.381 -5.289
H 0.570 -6.009 -3.454
C 0.390 -0.102 -5.578
H 1.123 -4.745 -6.183
S 1.173 -1.522 0.992
C 3.735 4.832 4.848
C 4.928 4.028 4.592
H 4.677 -0.874 -0.661
H 7.884 0.555 4.021
C 1.219 -5.451 -4.131
H 0.956 -3.948 4.904
H -0.359 -2.966 2.609
H 2.953 -6.195 -3.122
C -4.275 1.339 -4.083
C -5.431 1.017 -3.378
H -0.954 -1.429 -6.605
F -6.051 4.802 3.758
O -1.842 -2.925 -1.440
C -5.378 3.796 3.155
N 0.169 2.174 1.711
C 3.556 -1.176 -3.625
Sb -2.846 0.177 0.935
O -1.392 -0.748 -1.534
C 0.056 3.396 2.192
C -0.025 4.459 4.473
C -2.939 1.328 -3.428
N 6.837 3.053 4.578
C 1.535 -2.501 2.325
H -7.551 0.751 -3.456
H 0.557 6.897 5.514
H 0.308 0.334 2.793
H 8.307 -1.341 2.465
H -2.933 -0.658 -5.304
C -3.053 -3.367 3.575
C 2.488 4.311 4.521
N 6.075 4.051 5.175
H -3.348 -4.402 3.465
H -1.956 0.298 4.067
C -1.105 -1.974 -1.721
C -5.661 -1.111 0.991
C -4.553 -0.871 0.176
H -0.458 4.051 5.387
C -4.554 -1.369 -1.122
H -5.654 -2.479 -2.618
F 5.678 -0.912 -4.597
H -7.722 1.373 -5.846
N -2.656 1.920 -2.329
H -5.045 4.228 -0.542
H 0.488 -6.381 -5.942
H 1.275 -0.385 -6.131
H 2.766 7.814 6.098
C 1.342 -1.442 -2.551
N 2.341 2.344 -0.739
H 3.430 -2.064 2.141
N 4.136 1.120 -0.838
C 2.592 -6.107 -4.150
F -2.576 -3.756 5.846
N -4.075 4.357 -0.310
H -1.894 -1.263 5.964
H 2.614 0.698 0.598
C 3.844 6.091 5.426
C 1.449 6.311 5.329
C 7.562 -0.594 2.223
N 0.127 2.083 3.958
C 0.558 -5.385 -5.504
F -7.784 -2.982 -1.244
C 2.455 -3.321 -3.806
N 0.566 -3.168 2.962
H 5.844 0.197 -1.434
H -3.778 5.196 0.151
H 4.926 2.073 1.340
H -3.646 4.091 4.367
C -5.292 2.062 1.529
C 6.087 2.511 3.684
C -2.726 -1.142 2.655
H 7.021 -1.530 0.374
C -6.720 -2.290 -0.779
O 1.444 -0.296 -2.098
C 3.573 -5.277 -4.967
H 2.422 3.322 4.087
C -3.417 2.470 2.949
C 1.339 5.044 4.765
H -3.421 -2.847 1.538
Sn -0.457 1.508 -1.213
H 3.543 -0.146 -3.296
C 0.475 0.830 -4.557
C 0.688 -4.272 3.898
H -5.765 1.528 0.714
C -3.155 3.607 -0.960
H -0.702 5.224 4.090
H 3.332 -4.041 4.221
N 1.337 -4.103 -3.559
C -5.643 -2.084 -1.611
C 3.561 -3.840 -4.511
C 2.693 6.828 5.661
H 4.821 6.481 5.676
H -0.030 4.302 1.614
C -2.628 -2.897 4.801
H -2.401 2.260 3.267
C -5.614 1.710 -6.059
C -0.848 -0.670 -5.841
C -5.992 3.095 2.139
C 6.836 -0.701 1.048
H 3.317 -5.331 -6.028
C -6.758 1.367 -5.354
H -3.689 -1.222 -1.751
C 3.339 -2.968 4.038
N -0.577 1.239 -3.854
H 4.582 -5.679 -4.871
S -1.491 4.039 -0.740
C 3.174 2.735 -1.737
C -6.756 -1.818 0.521
C 2.977 1.324 -0.204
C 7.335 0.462 3.094
H 1.411 -5.008 3.547
C -4.380 1.689 -5.428
N 0.021 3.363 3.529
H -0.449 -4.975 -5.417
H -7.622 -2.008 1.140
C -2.277 -0.722 3.906
H -5.675 -0.746 2.012
O 4.857 3.077 3.630
C -1.784 0.735 -4.148
C -1.951 -0.246 -5.121
H -0.281 -4.759 3.954
H -3.489 1.958 -5.982
C 4.634 -3.012 -4.758
H 1.430 1.263 -4.281
H -5.362 0.763 -2.332
```

The calculation puts the max |F| at 0.5 eV/A. The calculation puts the gap between HOMO and LUMO at 7.13 eV. The LUMO energy is 0.04 eV. As for the relative energy (zero: lowest compared OMol25 entry of this formula, charge and spin): 0.0 kJ/mol. The calculation puts the HOMO energy at -0.261 Ha.



No. 2
Here is C15H21N3OS as an isolated structure from OMol25. Energies are from ωB97M-V/def2-TZVPD.

The geometry in XYZ format:
```
41
C15H21N3OS (ωB97M-V/def2-TZVPD)
C 2.874 -1.101 0.163
H -4.773 -1.746 1.420
C -6.030 -2.054 -0.442
N 1.744 -1.262 -0.596
C -0.282 -2.855 -0.504
H 0.323 2.896 2.000
H -6.118 -1.820 -1.581
H -6.110 -3.201 -0.205
H 1.367 -3.305 1.641
H 3.794 1.885 -1.172
H -2.420 -0.037 0.086
S 3.975 -0.074 0.108
C 1.620 2.161 0.406
H -5.402 0.686 0.352
H -0.941 -2.793 0.040
H -0.472 -2.546 -1.581
H 3.157 0.366 -2.087
C 0.915 -2.246 0.029
C -4.625 -1.559 0.080
H -3.932 2.496 0.647
H 2.466 2.336 1.204
C -3.245 0.430 0.465
H -1.398 1.066 -1.719
H -4.631 0.100 -1.195
H -3.162 2.309 -0.862
O -1.967 2.364 0.868
C 1.869 1.445 -0.731
H 0.822 0.781 -2.378
C -4.439 0.043 -0.155
C -3.087 1.786 0.106
C -0.811 1.989 0.407
N 1.564 -2.755 0.933
N 2.693 -1.979 1.375
H -0.090 -3.789 -1.163
C -0.672 1.597 -1.098
C 3.171 1.057 -1.327
H -3.911 -2.074 -0.541
C 0.397 2.467 0.854
H -3.325 0.148 1.546
H -7.048 -1.422 0.020
C 0.639 1.391 -1.444
```

The calculation puts the max |F| at 18.3 eV/A. The calculation puts the gap between HOMO and LUMO at 8.32 eV. The LUMO energy is 0.54 eV. As for the relative energy (zero: lowest compared OMol25 entry of this formula, charge and spin): 1222.3 kJ/mol. The calculation puts the HOMO energy at -0.286 Ha.



No. 3
Here is the molecule C4H12N2S from OMol25. Energies are from ωB97M-V/def2-TZVPD.

The geometry in XYZ format:
```
19
C4H12N2S (ωB97M-V/def2-TZVPD)
N -1.017 2.887 0.285
H -1.404 -3.529 0.280
H -1.400 -1.591 -1.112
C -0.361 -1.730 -0.834
H -0.147 -0.955 1.146
H 0.164 -1.632 -1.783
H -0.115 1.541 1.620
S -0.178 -3.430 -0.245
H 2.160 -1.499 0.099
C 1.644 -0.539 0.078
H -1.390 3.323 1.113
H -0.468 0.806 -1.176
H 2.023 -0.014 -0.804
N -0.581 0.585 -0.190
H 0.875 2.054 0.241
H 1.986 0.004 0.917
C -0.128 1.754 0.550
C 0.120 -0.650 0.131
H -1.780 2.614 -0.317
```

The calculation puts the max |F| at 1.3 eV/A. The calculation puts the gap between HOMO and LUMO at 9.93 eV. The LUMO energy is 0.96 eV. As for the relative energy (zero: lowest compared OMol25 entry of this formula, charge and spin): 34.0 kJ/mol. The calculation puts the HOMO energy at -0.330 Ha.



No. 4
Here is a 2-piece molecular cluster, CH3Br2IOSi overall from OMol25. Energies are from ωB97M-V/def2-TZVPD.

The geometry in XYZ format:
```
9
CH3Br2IOSi (ωB97M-V/def2-TZVPD)
H -0.008 -1.295 0.189
C -0.161 -2.150 0.929
Br 3.359 -2.064 -0.940
Br -4.194 -3.679 1.091
I -2.935 0.030 -0.810
Si -2.792 -2.398 -0.051
O -1.495 -2.726 0.745
H -0.227 -1.466 1.907
H 0.500 -2.971 0.908
```

The calculation puts the max |F| at 4.8 eV/A. The calculation puts the gap between HOMO and LUMO (spin up / spin down) at 8.68 / 3.54 eV. The LUMO energy (spin up / spin down) is -1.32 / -4.01 eV. As for the relative energy (zero: lowest compared OMol25 entry of this formula, charge and spin): 416.8 kJ/mol. The calculation puts the HOMO energy (spin up / spin down) at -0.367 / -0.278 Ha.



No. 5
Here is a 2-piece molecular cluster, C52H56N5O overall from OMol25. Energies are from ωB97M-V/def2-TZVPD.

The geometry in XYZ format:
```
114
C52H56N5O (ωB97M-V/def2-TZVPD)
H -0.025 4.198 -2.884
C -3.177 -0.827 6.421
H -1.990 -0.842 1.170
H 4.817 7.458 -3.772
C 3.318 4.750 -2.543
C -2.604 -0.961 5.148
H 2.149 -6.876 -0.051
C 1.000 -5.392 0.990
H -0.292 3.000 0.133
H -2.688 4.398 -7.423
C -1.966 -2.748 7.216
C 2.721 2.512 -1.766
C 1.152 -2.178 -0.264
H -3.568 -2.554 9.310
C -1.230 -7.039 0.550
H 3.000 1.556 -1.328
C -0.149 -2.498 -0.935
C -4.570 2.094 -6.565
C 3.568 -1.768 1.090
H -0.621 3.255 -6.621
C -0.523 -3.757 2.171
C 3.666 3.505 -1.946
C -2.598 1.236 -4.651
C -1.686 0.947 -3.650
H 3.090 7.345 -3.350
H 2.029 0.835 0.469
H -2.301 3.423 -1.307
H 5.863 5.135 -1.617
C 1.153 -6.592 0.298
H 0.618 -3.681 5.526
H -5.041 2.263 -7.536
H 4.554 -1.069 -2.089
H -1.950 0.251 -2.851
H 2.286 -3.405 3.583
C 0.184 0.626 1.487
C 2.431 -2.139 1.818
C -0.937 2.614 -5.790
H -0.399 -3.566 -0.814
C 5.682 5.430 -2.660
C 1.939 5.014 -2.793
C 1.506 1.256 1.345
N -1.304 -3.635 3.217
C -2.277 2.556 -0.642
C 4.689 -0.979 -1.007
C -0.058 2.357 -4.760
H 1.856 -4.744 1.178
C -3.570 -1.593 8.786
C 1.242 -2.306 1.113
H 1.450 2.346 1.197
O 0.387 0.174 3.879
N 0.031 -2.528 1.835
H -3.054 -0.862 9.426
H -2.331 -5.602 1.750
H 4.710 3.312 -1.678
H -4.344 2.019 -1.021
H -0.314 -4.576 6.742
H -2.102 -7.666 0.348
H 0.153 -8.325 -0.518
H -0.726 -4.746 5.017
C -2.114 0.160 0.750
H -3.684 3.366 -8.470
H -2.106 0.562 3.721
C -2.258 2.098 -5.738
H 3.545 -2.142 3.617
H -1.709 -3.428 8.034
C -2.840 3.364 -7.774
H -4.210 -0.083 0.315
H 0.942 2.785 -4.826
C 0.443 1.613 -2.432
C -2.901 -1.733 7.450
C -0.995 1.034 0.795
C -0.418 1.606 -3.590
H -3.875 -0.003 6.594
C 1.389 2.680 -2.253
C 3.949 6.791 -3.753
C -0.394 -4.037 5.787
C -0.274 -5.004 1.464
N -3.168 2.447 -6.693
C -1.364 -2.917 5.968
C -2.975 -0.021 4.049
H -0.078 -2.282 -2.008
H 0.456 0.751 -1.763
C -1.124 2.282 0.090
H 2.218 -1.562 -2.030
H 2.144 1.060 2.226
H -3.406 -0.530 3.177
H 1.604 5.979 -3.183
N -1.200 -2.305 3.620
H 3.721 6.484 -4.788
C -1.697 -2.017 4.930
H -4.609 -1.262 8.666
H -3.719 0.690 4.426
C 1.016 4.005 -2.635
H 4.863 0.083 -0.780
H 4.512 -1.666 1.628
H 5.603 -1.515 -0.725
C -3.331 0.545 0.192
H 6.112 4.662 -3.323
C 0.009 -0.225 2.755
H -0.980 -1.904 -0.520
C 3.493 -1.506 -0.278
C -0.519 -1.603 2.688
C -1.373 -5.878 1.306
H -5.087 2.718 -5.815
C 0.032 -7.402 0.053
H 6.214 6.366 -2.841
C 2.515 -2.362 3.298
H -3.594 0.790 -4.617
N 4.271 5.650 -2.916
H -1.946 3.036 -8.317
H 1.863 -1.681 3.871
C -3.411 1.736 -0.537
H -4.691 1.036 -6.292
C 2.287 -1.727 -0.951
```

The calculation puts the max |F| at 3.9 eV/A. The calculation puts the gap between HOMO and LUMO at 3.71 eV. The LUMO energy is -3.80 eV. As for the relative energy (zero: lowest compared OMol25 entry of this formula, charge and spin): 0.0 kJ/mol. The calculation puts the HOMO energy at -0.276 Ha. The net charge is +1.



No. 6
Here is a 2-piece molecular cluster, C5H12OSi overall from OMol25. Energies are from ωB97M-V/def2-TZVPD.

The geometry in XYZ format:
```
19
C5H12OSi (ωB97M-V/def2-TZVPD)
C -0.090 -1.585 -1.112
H 0.282 1.653 -1.759
C -0.298 1.722 -0.813
H -2.923 -0.018 -0.515
H -1.229 2.392 -0.749
H -2.457 -0.988 0.723
H 0.855 0.756 1.847
C 2.873 -0.091 0.687
H 0.486 2.149 -0.226
H -0.392 -1.445 -2.155
H 3.291 0.562 1.597
O 3.691 -0.375 -0.166
H -2.877 0.645 1.175
H 1.002 -1.886 -1.079
H -0.919 -2.321 -0.837
Si -0.483 0.032 -0.080
C -2.377 -0.003 0.431
H 0.745 -1.077 1.754
C 0.820 -0.122 1.277
```

The calculation puts the max |F| at 3.7 eV/A. The calculation puts the gap between HOMO and LUMO at 9.50 eV. The LUMO energy is 0.54 eV. As for the relative energy (zero: lowest compared OMol25 entry of this formula, charge and spin): 345.0 kJ/mol. The calculation puts the HOMO energy at -0.329 Ha.



No. 7
Here is C25H46BCaN9O2S3 as an isolated structure from OMol25. Energies are from ωB97M-V/def2-TZVPD.

The geometry in XYZ format:
```
87
C25H46BCaN9O2S3 (ωB97M-V/def2-TZVPD)
C 1.669 -3.312 -3.158
H -3.891 -0.454 -3.215
H -1.861 0.042 5.943
H -3.042 -2.698 -2.423
N 2.301 2.797 0.427
C -0.094 -1.432 2.448
C 3.013 5.117 0.715
H 3.794 -3.012 -3.449
H 2.747 4.132 -1.873
N 1.156 -0.923 2.438
S -0.048 1.681 1.397
H -0.330 -4.103 -2.885
C 0.655 -4.458 -3.191
C 3.673 1.078 0.455
H 0.088 0.048 5.348
C 1.219 -2.247 -4.150
C 0.286 -0.344 4.371
C 0.589 4.642 0.775
N -2.533 -1.148 -1.022
C -2.034 -2.502 5.027
H 2.710 6.158 0.608
C -2.295 3.705 -1.518
H -4.088 3.879 -0.362
H -4.065 -1.422 3.573
H 2.307 -4.810 -0.985
C -2.873 -0.794 -3.423
C -3.543 3.081 -0.867
H 1.018 3.731 -1.764
H -1.274 -2.435 5.807
H 3.033 -4.073 -4.642
H 1.544 5.405 -1.613
B 2.244 -0.804 1.349
H -4.022 1.539 0.418
H 3.295 -1.164 1.835
N 2.013 -1.773 0.145
H 3.380 -4.677 -3.023
H -2.960 -2.235 2.442
C 1.910 4.222 0.142
H 4.496 0.390 0.387
C 1.807 4.374 -1.374
N -3.184 1.955 0.026
H -3.006 -2.635 5.505
H -2.665 2.331 0.818
H 0.585 4.489 1.854
H -2.084 -1.726 -0.307
C 2.315 -3.099 0.377
C -3.098 -1.362 3.070
S -0.735 -2.512 1.283
N 2.448 0.687 0.954
H 1.177 -2.737 -5.125
H -0.257 4.124 0.339
H -3.095 -0.478 2.428
H 2.577 -3.449 1.358
C 1.605 1.737 0.912
H 1.906 -1.408 -4.206
S 1.258 -0.136 -1.905
H -3.469 -0.074 5.254
O -2.311 4.899 -1.755
H -3.506 -1.070 -0.740
C -2.410 -0.016 5.004
H -1.823 -3.378 4.413
C 3.056 -3.803 -3.586
H -2.390 1.190 -3.845
C 1.677 -1.621 -1.147
Ca -1.211 0.934 -1.055
H -2.893 -1.290 -4.398
H 2.342 0.202 3.832
H 3.967 5.000 0.203
C -2.041 -1.244 4.163
H -1.109 0.179 -3.845
C -2.448 -1.783 -2.347
C 1.400 -0.276 3.630
H 3.161 4.910 1.776
N -1.992 0.381 -3.384
H -1.402 -2.056 -2.506
N 1.772 -2.848 -1.737
H 4.320 3.025 -0.314
H -4.175 2.696 -1.671
H -2.233 0.902 4.441
C 2.178 -3.767 -0.774
C 3.584 2.372 0.112
H 0.232 -1.856 -3.912
N -0.662 -1.038 3.626
H 0.581 -4.847 -4.207
H 0.934 -5.282 -2.538
O -1.341 2.870 -1.757
H 0.476 5.707 0.569
```

The calculation puts the max |F| at 1.8 eV/A. The calculation puts the gap between HOMO and LUMO at 7.39 eV. The LUMO energy is 0.24 eV. As for the relative energy (zero: lowest compared OMol25 entry of this formula, charge and spin): 32.9 kJ/mol. The calculation puts the HOMO energy at -0.262 Ha.



Which value of relative energy (zero: lowest compared OMol25 entry of this formula, charge and spin) does entry 1 give?
0.0 kJ/mol